Here is one molecule with the formula C5H7NO2 from OMol25. Energies are from ωB97M-V/def2-TZVPD.

For the LUMO energy, the calculation gives 0.39 eV. The orbital gap comes out at 10.453 eV. As for the net charge: 0. The value obtained for the highest occupied orbital energy is -10.06 eV. The value obtained for the energy above the lowest of the compared OMol25 structures with the same formula, charge and spin is 4.274 eV. Its structure (SMILES) is C=C[C@](O)(C#N)CO. The value obtained for the total energy is -10879.3432 eV.

CARTESIAN COORDINATES (ANGSTROEM)
O 0.532 -1.264 1.806
O 1.326 -0.401 -0.317
N -1.506 -1.998 -1.744
C -0.449 0.990 -0.950
C -0.082 -0.304 -0.363
C 0.679 1.726 -1.099
C -0.826 -1.321 -1.162
C -0.379 -0.313 1.055
H -1.579 1.015 -1.003
H -1.566 -0.587 1.421
H 0.179 -1.285 2.779
H 1.709 1.389 -0.507
H -0.166 0.809 1.459
H 0.661 2.646 -1.696
H 1.466 -1.102 0.321

***

Here is one molecule with the formula C2H2IPS from OMol25. Energies are from ωB97M-V/def2-TZVPD.

For the LUMO energy, the calculation gives -1.69 eV. The orbital gap comes out at 7.316 eV. As for the net charge: 0. The value obtained for the highest occupied orbital energy is -9.00 eV. The value obtained for the energy above the lowest of the compared OMol25 structures with the same formula, charge and spin is 0.000 eV. Its structure (SMILES) is S=P/C=C/I. The value obtained for the total energy is -30329.5637 eV.

CARTESIAN COORDINATES (ANGSTROEM)
I 3.015 0.125 -0.196
S -2.978 0.929 -0.274
P -1.786 -0.481 0.356
C -0.149 0.182 -0.112
C 1.047 -0.473 0.192
H 0.882 -1.505 0.293
H -0.031 1.223 -0.259

***

Here is a 3-piece molecular cluster, C23H53NO2P overall from OMol25. Energies are from ωB97M-V/def2-TZVPD.

For the LUMO energy, the calculation gives -2.56 eV. The orbital gap comes out at 9.765 eV. As for the net charge: +1. The value obtained for the highest occupied orbital energy is -12.33 eV. The value obtained for the total energy is -39579.0591 eV.

CARTESIAN COORDINATES (ANGSTROEM)
P 0.851 5.141 1.730
O 0.213 -0.309 -0.769
O 1.291 0.527 -2.560
N 4.074 5.288 1.116
C 2.102 -5.777 -2.412
C -3.016 1.183 2.044
C -0.190 -6.854 -2.130
C -0.784 -5.762 -1.237
C 1.391 6.794 1.273
C 1.428 -1.877 -2.129
C -3.570 0.274 0.946
C 0.783 4.286 -1.769
C 2.499 2.596 -2.687
C -1.090 -7.208 0.845
C -3.586 0.931 3.439
C -5.092 1.160 3.531
C 0.198 3.569 -0.544
C -3.385 -1.222 1.195
C -0.348 4.549 0.504
C 2.175 3.962 2.064
C 0.914 -0.517 -1.740
C -1.919 -1.634 1.293
C 2.393 1.251 -1.998
C 1.146 3.305 -2.889
C 3.397 3.994 1.134
C -0.506 -5.928 0.256
C 1.324 -7.026 -2.012
H 1.651 4.885 -1.470
H -5.349 2.182 3.244
H -0.898 -7.263 1.917
H 2.356 -1.793 -2.687
H -0.441 -6.624 -3.170
H -5.445 1.002 4.550
H -1.382 -1.363 0.386
H -1.422 -1.154 2.139
H -0.654 -8.098 0.389
H 4.086 3.254 1.535
H 0.571 -5.895 0.445
H 0.677 -2.423 -2.689
H 1.184 3.858 -3.823
H -3.081 0.537 0.002
H -0.650 2.984 -0.893
H -0.673 -7.810 -1.910
H -3.854 -1.767 0.372
H -5.644 0.478 2.884
H -1.831 -2.714 1.432
H 0.346 2.574 -2.942
H -3.350 -0.085 3.763
H -3.084 1.599 4.146
H -0.932 -5.070 0.783
H -2.170 -7.246 0.696
H 1.594 -7.314 -0.993
H 0.029 4.988 -2.125
H 2.218 1.344 -0.924
H 1.863 -4.935 -1.759
H 0.909 2.872 -0.110
H -3.215 2.225 1.764
H 2.473 4.042 3.107
H -3.918 -1.526 2.101
H 1.642 -2.402 -1.202
H -1.185 4.134 1.065
H 1.630 -7.855 -2.654
H 3.177 -5.950 -2.345
H 1.716 2.975 1.961
H 2.997 2.460 -3.645
H 3.150 3.254 -2.110
H 3.812 5.796 0.280
H -4.633 0.482 0.801
H 0.626 7.503 1.580
H 3.305 0.663 -2.124
H -1.926 1.083 2.083
H 1.872 -5.487 -3.439
H -0.727 5.445 0.012
H 2.338 7.050 1.738
H -1.867 -5.738 -1.395
H 5.072 5.159 1.025
H 1.497 6.852 0.192
H -0.413 -4.784 -1.559
H 0.154 5.287 2.930
H 3.109 3.629 0.147